(1)
Computed, not measured: 3 unconnected molecules or ions with the total composition C12H18Cl4FNO3, with the ωB97M-V functional and the def2-TZVPD basis.

Atoms and positions in Å:
C1 -4.1792 0.9711 -2.2071
N1 -3.0731 0.2845 -1.4053
C2 -3.6311 -0.5833 -0.3035
C3 -2.8059 -0.5279 1.1188
C4 -1.3501 -0.5066 1.4268
C5 -0.1228 -0.4792 0.3411
C6 1.0626 -1.5042 0.8859
F1 0.5640 -2.9141 1.0134
C7 -1.3882 -0.5552 3.0649
O1 -0.5285 -1.0918 3.9643
O2 -2.6840 0.1044 3.4249
C8 -3.6735 -0.4852 2.5087
O3 -4.9181 -0.9344 2.6869
H1 -4.1768 2.1237 -1.9809
H2 -5.2564 0.5782 -1.9658
H3 -4.0317 0.8066 -3.3799
H4 -2.6373 -0.3905 -2.1016
H5 -3.6153 -1.7383 -0.6281
H6 -4.7599 -0.3083 -0.0369
H7 -0.5323 -0.8438 -0.7115
H8 0.3394 0.6197 0.2408
H9 1.9840 -1.5213 0.1565
H10 1.4587 -1.1584 1.9526
Cl1 2.7812 -0.6921 -1.9318
C9 3.6998 -2.1488 -2.3875
C10 4.3905 -1.9945 -3.7330
Cl2 3.2292 -1.9428 -5.0829
H11 3.0118 -2.9997 -2.3823
H12 4.4458 -2.3099 -1.6033
H13 5.0477 -2.8501 -3.9139
H14 4.9979 -1.0848 -3.7727
Cl3 0.9843 5.0345 1.6699
C11 1.6590 3.6804 2.6104
C12 2.5720 2.7987 1.7735
Cl4 1.6738 1.8821 0.5379
H15 0.8252 3.1116 3.0330
H16 2.2240 4.1210 3.4375
H17 3.0684 2.0637 2.4139
H18 3.3449 3.3849 1.2663

SMILES: CNCC1=C(CCF)C(=O)OC1=O.ClCCCl.ClCCCl
LUMO: -0.035 Eh
E_HOMO: -9.6603 eV
energy: -73168.8381 eV
Kohn-Sham gap: 8.701 eV

Mulliken population analysis, charges in e, atoms 1 to 4:
1. C -0.704
2. N -0.299
3. C -0.401
4. C -0.110



(2)
Computed, not measured: C6H9N3OSe in the gas phase, with the ωB97M-V functional and the def2-TZVPD basis.

Atoms and positions in Å:
C1 -0.1013 0.2963 -1.5627
C2 -0.8171 -0.8088 -1.3877
C3 0.5736 0.8992 0.6225
C4 -0.6307 -1.0523 1.0005
C5 -1.4734 -1.5807 -2.5065
C6 2.0371 2.2498 1.8759
N1 -1.0088 -1.4153 -0.1620
N2 0.1470 0.0371 1.4171
N3 -0.9450 -1.8548 2.0612
O1 1.3446 1.9142 0.6585
Se1 0.2260 1.5775 -2.8207
H1 -2.5154 -1.7601 -2.2516
H2 -1.4112 -1.0238 -3.4390
H3 -0.9782 -2.5422 -2.6238
H4 1.6592 3.2126 2.2233
H5 3.0974 2.3333 1.6399
H6 1.8697 1.4841 2.6311
H7 -1.6657 -2.5319 1.8896
H8 -0.9091 -1.4361 2.9761
H9 1.5011 2.0020 -2.2417

LUMO: 0.021 Eh
E_HOMO: -7.3528 eV
energy: -78228.0306 eV
Kohn-Sham gap: 7.925 eV
energy above the lowest of the compared OMol25 structures with the same formula, charge and spin: 73.92 kcal per mole

Mulliken population analysis, charges in e, atoms 1 to 4:
1. C -0.387
2. C 0.692
3. C 0.643
4. C 0.242



(3)
Computed, not measured: 5 unconnected molecules or ions with the total composition H10O5, with the ωB97M-V functional and the def2-TZVPD basis.

Atoms and positions in Å:
O1 -0.6925 0.2600 -0.3814
H1 -0.5948 -0.5361 0.1531
H2 -0.4492 0.9754 0.2169
O2 2.6791 4.1965 1.8927
H3 2.9418 3.6492 2.6414
H4 2.5424 3.5651 1.1774
O3 -3.5926 -1.0259 -0.2234
H5 -3.1124 -0.5051 0.4301
H6 -2.9407 -1.1959 -0.9128
O4 0.2566 -2.1121 -3.8393
H7 0.0798 -2.5809 -3.0159
H8 -0.6180 -1.8689 -4.1632
O5 0.9706 -0.7664 1.7124
H9 1.5446 -0.3530 2.3671
H10 0.9853 -1.7017 1.9448

SMILES: O.O.O.O.O
LUMO: -0.003 Eh
E_HOMO: -11.3096 eV
energy: -10399.4534 eV
Kohn-Sham gap: 11.226 eV
energy above the lowest of the compared OMol25 structures with the same formula, charge and spin: 32.19 kcal per mole

Mulliken population analysis, charges in e, atoms 1 to 4:
1. O -0.608
2. H 0.325
3. H 0.283
4. O -0.632



(4)
Computed, not measured: a molecular structure, C6H11NO, with the ωB97M-V functional and the def2-TZVPD basis.

Atoms and positions in Å:
C1 0.7711 -0.3054 -0.4109
C2 1.2052 -0.9983 -1.6734
C3 1.7726 -0.2732 0.7019
N1 -2.3026 1.7147 0.3539
C4 -1.0656 -0.9001 0.7408
C5 -0.3402 0.5301 -0.4408
C6 -1.0972 1.0280 0.6559
O1 -0.6946 -1.3352 1.7990
H1 -2.8564 1.9104 1.1754
H2 -2.1690 2.5615 -0.1856
H3 -1.8147 -1.3001 0.0589
H4 -0.9153 0.5186 -1.3645
H5 -0.5930 1.2185 1.6011
H6 2.7885 -0.3652 0.3126
H7 1.5126 -2.0254 -1.4607
H8 2.0683 -0.4956 -2.1243
H9 0.4098 -1.0298 -2.4194
H10 1.7199 0.6488 1.2828
H11 1.6007 -1.1023 1.3973

LUMO: 0.032 Eh
E_HOMO: -7.2069 eV
energy: -9934.7370 eV
Kohn-Sham gap: 8.088 eV
energy above the lowest of the compared OMol25 structures with the same formula, charge and spin: 85.73 kcal per mole

Mulliken population analysis, charges in e, atoms 1 to 4:
1. C 0.989
2. C -1.524
3. C -1.380
4. N -0.589



(5)
Computed, not measured: 4 unconnected molecules or ions with the total composition C24H54FN3, with the ωB97M-V functional and the def2-TZVPD basis.

Atoms and positions in Å:
F1 -0.2173 -0.1196 -1.1336
C1 4.0224 2.3868 -1.5180
C2 4.2097 0.8498 -1.7899
C3 2.7918 0.1518 -1.9808
N1 2.8552 -1.3202 -2.3721
C4 3.3459 -2.3064 -1.2247
C5 1.5198 -1.8891 -2.7916
C6 1.7224 -2.7676 -4.0252
C7 3.1725 -2.6097 -4.4454
C8 3.7410 -1.4782 -3.6340
H1 3.6193 2.7857 -2.4488
H2 4.9235 2.9505 -1.2763
H3 3.3366 2.5968 -0.6973
H4 4.6839 0.4982 -0.8736
H5 4.9788 0.5946 -2.5188
H6 2.2405 0.6813 -2.7579
H7 2.2324 0.2628 -1.0520
H8 4.4031 -2.1017 -1.0559
H9 3.2274 -3.3209 -1.6052
H10 2.8265 -2.2104 -0.2713
H11 0.9252 -2.2012 -1.9329
H12 0.9331 -1.0395 -3.1411
H13 1.5612 -3.8204 -3.7935
H14 1.0924 -2.5542 -4.8887
H15 3.7396 -3.4959 -4.1607
H16 3.2783 -2.4663 -5.5207
H17 4.7667 -1.6898 -3.3319
H18 3.6698 -0.5572 -4.2126
C9 2.2196 4.5679 0.4351
C10 0.7196 4.7078 0.5574
C11 0.0709 3.4016 -0.0255
N2 -1.4747 3.3076 0.1733
C12 -1.8167 2.9342 1.6336
C13 -2.1757 2.3849 -0.7948
C14 -3.6017 2.9563 -1.0265
C15 -3.5438 4.3409 -0.4868
C16 -2.1046 4.6909 -0.1213
H19 2.4682 4.5019 -0.6241
H20 2.6557 3.7827 1.0527
H21 2.5798 5.5781 0.6295
H22 0.3469 5.5795 0.0194
H23 0.4176 4.7822 1.6021
H24 0.5307 2.4981 0.3750
H25 0.3579 3.3656 -1.0764
H26 -1.3417 3.6209 2.3343
H27 -1.3591 1.9739 1.8714
H28 -2.8947 2.8738 1.7836
H29 -2.1250 1.3748 -0.3884
H30 -1.6304 2.4233 -1.7378
H31 -4.3328 2.3762 -0.4634
H32 -3.9384 2.9942 -2.0626
H33 -4.0884 4.3601 0.4572
H34 -4.0279 4.9950 -1.2119
H35 -1.9360 5.2934 0.7712
H36 -1.5828 5.1196 -0.9770
C17 -4.4927 -4.2335 4.5268
C18 -3.7709 -3.1549 3.6941
C19 -2.5725 -3.7295 3.0110
N3 -1.7479 -2.7527 2.1976
C20 -2.4938 -2.2905 0.9674
C21 -0.5950 -3.5422 1.5384
C22 0.4213 -2.3959 1.1854
C23 0.0739 -1.2124 2.0584
C24 -1.0518 -1.6456 2.9911
H37 -5.3817 -3.7814 4.9665
H38 -3.8866 -4.6223 5.3450
H39 -4.7710 -5.1260 3.9663
H40 -3.5183 -2.3565 4.3918
H41 -4.4129 -2.6884 2.9470
H42 -2.9373 -4.4096 2.2412
H43 -1.8746 -4.2499 3.6668
H44 -1.9930 -1.4695 0.4542
H45 -3.3828 -1.8099 1.3758
H46 -2.8146 -3.1413 0.3664
H47 -0.8687 -4.2355 0.7431
H48 -0.1477 -4.1634 2.3144
H49 0.5578 -2.3039 0.1079
H50 1.3818 -2.7836 1.5249
H51 -0.1516 -0.3598 1.4178
H52 0.9072 -1.0526 2.7426
H53 -1.8090 -0.8822 3.1697
H54 -0.6618 -2.2026 3.8430

LUMO: -0.153 Eh
E_HOMO: -13.5648 eV
charge: +2
energy: -32935.8366 eV
Kohn-Sham gap: 9.396 eV
energy above the lowest of the compared OMol25 structures with the same formula, charge and spin: 7.65 kcal per mole

Mulliken population analysis, charges in e, atoms 1 to 4:
1. F -0.761
2. C -1.147
3. C -0.415
4. C -0.534



(6)
Computed, not measured: 2 unconnected molecules or ions with the total composition C6H13NO, with the ωB97M-V functional and the def2-TZVPD basis.

Atoms and positions in Å:
C1 -2.7962 -0.2580 -1.1294
C2 -2.4067 0.9893 -0.8307
C3 -1.1328 1.7156 -1.0920
N1 -0.3502 1.5402 0.2060
C4 0.6642 0.6126 0.3299
C5 1.0239 0.0095 1.4547
C6 2.3666 -0.7982 1.5817
H1 -2.1068 -0.9630 -1.5503
H2 -3.6515 -0.6211 -0.6005
H3 -3.1711 1.5659 -0.2438
H4 -0.5220 1.2069 -1.8678
H5 -1.2298 2.7585 -1.3120
H6 -0.9378 1.8051 0.9819
H7 1.4287 0.5964 -0.5133
H8 0.3303 -0.1095 2.2736
H9 2.1599 -1.7886 1.1410
H10 3.2324 -0.2825 1.2558
H11 2.4712 -0.9741 2.6379
O1 1.3049 -2.2760 -1.0344
H12 1.4642 -1.7504 -0.2919
H13 1.8588 -2.9786 -1.3964

SMILES: C=CCN/C=C/C.O
LUMO: 0.038 Eh
E_HOMO: -7.7757 eV
energy: -9967.8189 eV
Kohn-Sham gap: 8.817 eV
energy above the lowest of the compared OMol25 structures with the same formula, charge and spin: 77.38 kcal per mole

Mulliken population analysis, charges in e, atoms 1 to 4:
1. C -0.738
2. C 0.025
3. C -0.692
4. N -0.274



Which formula does entry 6 have?
C6H13NO



What is the formula in the sixth record?
C6H13NO



What is the Kohn-Sham gap in the sixth record?
8.817 eV